Density functional theory data (ωB97M-V/def2-TZVPD) for a cluster of 2 separate species, C19H42BClNO in total in a non-equilibrium geometry.

The orbital gap is 8.70 eV. As for the charge: +1. The spin multiplicity is 1. The molecular weight is 346.82 g mol⁻¹.

```
65
Properties=species:S:1:pos:R:3:forces:R:3:mulliken_charge:R:1
C 4.50348 3.08080 -2.77102 -1.229 0.258 -0.174 -1.236
C 3.05808 2.44503 -2.70347 0.825 -0.113 0.531 -0.234
C 3.01478 1.33154 -1.57204 -0.734 -0.465 -0.830 -0.708
B 2.09675 0.12268 -2.11088 -0.377 0.175 0.296 0.301
C 2.54762 -1.41099 -2.19836 0.936 0.311 0.165 -0.553
C 4.06517 -1.69267 -1.92826 -0.876 -1.521 0.002 -0.835
O 4.77185 -1.69700 -3.16833 0.290 0.970 1.024 -0.397
C 5.75380 -0.67598 -3.25942 0.611 0.926 -1.669 0.129
C 5.68505 -0.12774 -4.73165 -0.343 -0.900 0.813 -1.153
C 0.58888 0.55081 -2.56588 0.825 -0.879 0.569 -0.995
C -0.34253 -0.63960 -2.93891 -0.985 2.173 -0.693 0.218
C -1.70185 -0.02645 -3.45173 0.407 -0.294 0.589 -1.211
Cl -0.79130 -1.66642 -1.49133 0.587 -0.099 -0.702 -0.207
H 4.99707 2.88472 -1.80274 0.056 0.366 -0.624 0.324
H 5.08887 2.68986 -3.62294 -0.191 -0.024 0.597 0.223
H 4.37532 4.16625 -2.94925 0.406 -0.475 0.249 0.361
H 2.29653 3.20761 -2.45638 0.412 -0.272 -0.267 0.332
H 2.80147 2.03308 -3.69842 0.081 0.150 0.467 0.252
H 4.04434 1.03296 -1.31537 -0.512 0.122 0.035 0.401
H 2.51189 1.73712 -0.66343 0.469 -0.103 -0.448 0.310
H 2.33983 -1.82551 -3.21203 0.019 0.179 0.574 0.334
H 1.97284 -2.05337 -1.49334 0.033 0.573 -0.390 0.342
H 4.12913 -2.73299 -1.53274 0.082 0.580 -0.158 0.415
H 4.52016 -1.04984 -1.15322 -0.182 -0.040 -0.547 0.373
H 5.59042 0.17474 -2.57097 -0.142 -0.547 -0.072 0.038
H 6.78655 -1.04628 -3.08254 -0.611 -0.130 0.092 0.353
H 5.54140 -1.02774 -5.36431 0.349 0.620 0.109 0.362
H 6.60398 0.41726 -5.00467 -0.525 -0.147 0.017 0.355
H 4.76772 0.48061 -4.85086 0.587 -0.070 0.002 0.167
H 0.68753 1.20778 -3.45787 -0.135 -0.404 0.365 0.425
H 0.16000 1.20098 -1.76675 -0.010 -0.439 -0.488 0.155
H 0.14568 -1.22850 -3.73350 -0.344 -0.201 0.723 0.456
H -2.28720 -0.75082 -4.04525 0.203 0.431 0.303 0.343
H -2.26868 0.26690 -2.54292 0.109 -0.196 -0.631 0.247
H -1.52061 0.91207 -4.01037 -0.020 -0.696 0.016 0.345
C -4.39381 -2.46879 5.46868 -0.020 -0.023 0.008 -1.125
C -3.11528 -1.63477 5.48294 -0.274 -0.232 0.065 -0.448
C -3.28318 -0.19077 5.03144 0.397 -0.135 0.152 -0.377
N -3.36460 0.08363 3.51005 -0.112 0.322 0.281 0.497
C -3.15299 -1.15007 2.64986 0.041 0.044 -0.264 -0.620
C -3.02601 -0.83340 1.16687 0.001 0.159 -0.107 -0.878
C -1.91944 0.17126 0.90815 -0.039 0.189 0.066 0.278
C -2.16487 1.43298 1.71863 -0.052 -0.022 -0.120 -0.975
C -2.28806 1.11987 3.19869 -0.031 0.022 -0.274 -0.884
C -4.72656 0.66794 3.24366 0.294 -0.151 -0.130 -1.121
H -4.86205 -2.52555 4.48624 -0.011 -0.043 0.011 0.269
H -4.17442 -3.48808 5.78674 -0.065 0.031 -0.012 0.364
H -5.12873 -2.05439 6.16160 0.011 -0.012 -0.024 0.337
H -2.31275 -2.14082 4.94588 0.005 0.085 -0.007 0.305
H -2.77514 -1.59739 6.52167 0.059 0.193 -0.078 0.420
H -2.43443 0.38482 5.39959 -0.022 0.014 -0.156 0.249
H -4.17142 0.24425 5.48897 -0.039 -0.060 -0.144 0.317
H -2.23343 -1.62463 2.98817 -0.078 0.033 0.071 0.386
H -3.99839 -1.81421 2.80706 0.092 -0.003 0.222 0.268
H -2.81108 -1.75917 0.62974 -0.077 -0.064 0.160 0.469
H -3.97314 -0.46411 0.76388 0.010 -0.035 0.011 0.286
H -1.86734 0.40753 -0.15229 0.027 -0.009 0.057 -0.322
H -0.95387 -0.26435 1.18407 -0.003 0.010 -0.052 0.279
H -3.05949 1.94659 1.35544 0.023 0.023 0.033 0.311
H -1.33431 2.12676 1.57327 -0.056 0.051 0.201 0.444
H -2.53166 2.01659 3.76932 -0.024 -0.132 0.122 0.488
H -1.34822 0.70709 3.56995 -0.080 -0.052 0.034 0.485
H -4.82757 1.57829 3.83059 -0.024 -0.047 -0.008 0.394
H -5.47176 -0.06590 3.54423 0.003 0.047 -0.011 0.365
H -4.82998 0.89798 2.18808 -0.026 -0.020 0.048 0.511
```
Positions in Å, forces in eV/Å.

***

Density functional theory data (ωB97M-V/def2-TZVPD) for a cluster of 8 separate species, C5H24NO8 in total in a non-equilibrium geometry.

The orbital gap is 8.97 eV. For the energy above the lowest of the compared OMol25 structures with the same formula, charge and spin, the calculation gives 48.5 kJ/mol. As for the charge: -1. The spin multiplicity is 1. The molecular weight is 226.25 g mol⁻¹.

```
38
Properties=species:S:1:pos:R:3:forces:R:3:mulliken_charge:R:1
C -0.33082 -0.33063 -0.31916 0.857 1.035 -0.734 0.133
O 0.89222 0.09129 -0.91663 -0.056 -0.411 0.039 -1.223
C -0.47778 -1.84934 -0.25730 -0.869 0.205 -0.858 0.336
C -1.93769 -2.31080 -0.01532 0.111 0.113 0.603 -0.921
C -2.68852 -1.43431 0.95859 1.514 -0.876 0.496 -0.149
C -2.90518 -1.83373 2.21170 -0.172 0.901 0.027 -0.735
N -0.09012 -2.52070 -1.48373 0.676 -0.632 -0.902 -0.788
H -1.14487 0.10122 -0.91000 -0.345 -0.243 -0.129 0.821
H -0.39960 0.19752 0.63554 -0.399 -0.668 0.207 -0.601
H 0.12659 -2.23338 0.55675 0.255 -0.125 0.176 0.257
H -2.51429 -2.42104 -0.93692 0.317 0.453 -0.287 0.298
H -1.83961 -3.34314 0.33055 -0.289 0.055 0.312 0.354
H -2.70998 -0.37928 0.69951 -1.010 -0.097 -0.131 0.306
H -2.44578 -2.71988 2.63804 -0.548 -0.354 -0.312 0.257
H -3.43501 -1.17339 2.89220 0.265 -0.018 0.160 0.272
H -0.39525 -2.04810 -2.32992 -0.538 0.270 0.345 0.262
H 0.91004 -2.57402 -1.64775 0.057 0.085 0.601 0.380
H 1.86451 0.01659 0.42325 -0.103 0.076 0.119 0.570
H 3.19584 -0.44124 1.07923 0.020 0.062 0.090 0.289
O 2.33968 -0.06817 1.30709 -0.150 -0.178 -0.261 -0.655
H 1.50129 2.70414 -0.02022 -0.161 0.441 0.101 0.207
H 0.89469 1.66659 -0.96089 -0.350 0.320 0.486 0.308
O 0.79198 2.65084 -0.67188 0.665 -0.959 -0.081 -0.774
H -0.17055 2.18139 1.73353 0.128 -0.285 -0.182 0.378
H 0.18445 0.71508 2.13549 0.074 0.050 -0.168 0.321
O -0.07120 1.57508 2.47761 -0.099 0.334 0.623 -0.671
H -1.30533 1.61886 -2.96542 0.351 0.118 0.413 0.241
H -0.00904 0.76246 -2.52317 -0.196 0.189 0.292 0.337
O -0.71307 0.90080 -3.18344 0.000 -0.524 -0.836 -0.675
H 2.16547 -1.09407 -0.98603 -0.045 -0.205 -0.378 0.245
H 3.06477 -2.20865 -0.33306 -0.189 0.089 -0.181 0.297
O 2.82808 -1.81221 -1.18051 0.272 0.038 0.230 -0.767
H -0.47940 3.55688 -1.18837 -0.109 1.161 0.159 0.468
H -1.76681 3.48894 -1.87330 -0.484 0.521 -0.092 0.272
O -1.22072 4.17303 -1.46561 0.343 -1.318 -0.065 -0.661
H 2.19193 1.74223 2.38338 0.112 0.145 0.080 0.350
H 3.24267 2.21190 1.42828 0.158 -0.108 0.090 0.314
O 2.85642 2.44124 2.27791 -0.062 0.340 -0.055 -0.655
```
Positions in Å, forces in eV/Å.

***

Density functional theory data (ωB97M-V/def2-TZVPD) for a cluster of 16 separate species, C21H74N16O16 in total in a non-equilibrium geometry.

The orbital gap is 7.23 eV. For the energy above the lowest of the compared OMol25 structures with the same formula, charge and spin, the calculation gives 237.2 kJ/mol. As for the charge: 0. The spin multiplicity is 1. The molecular weight is 806.92 g mol⁻¹.

```
127
Properties=species:S:1:pos:R:3:forces:R:3:mulliken_charge:R:1
C -28.60481 -14.82645 7.37595 -1.505 -0.647 0.326 -0.197
C -28.87765 -15.90964 8.55716 -0.802 1.912 -0.933 -0.684
O -27.62129 -16.41477 8.92535 -0.161 -2.746 -0.830 -0.626
H -27.93968 -14.00501 7.58956 0.205 0.152 0.891 0.018
H -29.40159 -14.36094 6.73875 -0.171 -0.684 1.156 0.434
H -28.06271 -15.39652 6.68336 0.955 -0.914 -1.134 -0.227
H -29.56504 -16.72912 8.25464 0.458 0.616 -0.204 0.378
H -29.33853 -15.45220 9.44402 0.179 0.060 -0.246 0.293
H -27.53590 -17.32643 8.49269 0.231 1.646 0.905 0.209
C -22.50364 -12.14225 2.68051 -0.492 -2.077 -1.139 -1.229
C -21.41736 -12.99302 3.32093 0.134 0.006 -1.644 -0.238
O -21.42576 -12.85152 4.68737 -1.125 1.192 0.804 -0.630
H -23.47111 -12.40187 3.10138 -0.253 -0.370 0.033 0.056
H -22.59024 -12.34104 1.58532 0.222 0.113 0.735 0.348
H -22.42271 -11.11361 2.82215 0.715 1.813 0.290 0.569
H -20.42454 -12.71698 2.96504 0.057 0.187 -0.411 0.498
H -21.54521 -14.05754 3.09580 -0.255 -0.009 -0.435 0.290
H -20.74793 -13.44209 4.98919 0.984 -0.699 1.147 0.225
C -29.00957 -14.85135 3.20826 0.352 -0.583 -0.738 -1.237
C -28.07038 -13.84202 3.84727 -3.728 0.781 -1.777 0.528
O -26.85860 -14.33232 3.65047 3.770 -0.102 -2.636 0.094
H -30.02397 -14.64240 3.31185 -1.919 0.513 0.689 0.527
H -28.80764 -15.84568 3.60156 0.002 -0.013 0.088 0.094
H -28.93086 -14.94440 2.10431 0.648 0.294 0.532 0.299
H -28.09617 -13.85546 4.89830 -1.630 0.863 1.549 -0.215
H -28.26060 -12.83839 3.34692 0.458 -0.713 0.907 0.152
H -26.49950 -14.53294 4.48446 1.924 -0.865 2.006 -0.037
C -27.10897 -18.63353 3.78562 0.176 0.981 0.944 -1.227
C -26.03900 -17.63539 3.32708 0.208 -1.757 0.683 1.433
O -26.69371 -17.16596 2.23278 0.112 2.845 -3.087 -0.668
H -26.77562 -19.15630 4.62925 0.307 -0.872 1.515 0.223
H -27.41203 -19.40161 3.06939 0.298 0.578 -0.395 0.372
H -27.96675 -18.00488 4.07324 0.029 -0.553 -0.082 0.192
H -25.08059 -18.14044 3.07999 -0.372 0.112 0.066 0.161
H -25.77087 -16.76245 3.95496 -0.358 -0.898 0.501 -0.745
H -26.31388 -16.27413 2.06197 -0.765 -1.105 -0.206 0.162
C -19.75600 -13.07562 7.36689 -0.369 0.129 0.759 -1.759
C -20.31512 -14.52110 7.28989 0.147 4.086 2.928 1.489
O -20.18087 -14.73350 5.98827 -0.416 -3.651 -4.128 -0.895
H -19.87218 -12.81270 8.38762 -0.243 1.010 0.895 0.472
H -20.20501 -12.34836 6.67447 -0.459 -0.320 0.499 0.254
H -18.69907 -12.94192 7.17889 0.467 -0.885 -0.223 0.356
H -21.41323 -14.51672 7.56889 1.160 -0.009 0.117 -0.760
H -19.72445 -15.09283 8.00786 -0.206 -0.795 -0.364 0.467
H -20.69341 -15.55568 5.81875 0.724 0.104 -0.591 0.454
C -24.45224 -15.02316 1.65094 2.083 0.204 5.238 -0.183
O -24.00231 -15.15288 2.93274 -1.852 0.844 -5.036 -0.727
N -25.63718 -14.63453 1.36312 -5.430 1.407 1.502 -0.551
N -23.72686 -15.14649 0.60674 6.712 -1.273 -3.095 -0.332
H -26.14248 -14.37145 2.30367 -0.017 -0.479 -1.861 0.665
H -26.13908 -14.81182 0.45949 1.062 0.413 1.482 0.233
H -22.67321 -15.27347 0.79229 -2.430 0.054 -0.687 0.348
H -23.99471 -14.86956 -0.36116 0.200 -0.334 1.645 0.229
C -23.07143 -9.93910 5.89085 9.357 4.136 -1.987 0.481
O -21.78621 -9.54091 5.54615 -6.260 -1.776 1.390 -0.729
N -23.59258 -11.02062 5.47703 -2.201 -4.714 -3.324 0.244
N -23.71300 -9.37006 6.84877 -4.654 1.466 3.069 -0.475
H -22.92202 -11.58063 4.95498 -0.292 -0.092 -0.026 -0.483
H -24.62704 -11.30434 5.47922 2.640 0.765 0.158 0.209
H -24.72972 -9.73889 7.13896 3.244 1.422 -0.780 0.494
H -23.43285 -8.50893 7.25428 0.466 0.740 -0.202 0.203
C -26.16731 -11.30151 7.26476 -1.009 -4.580 4.627 0.053
O -26.10056 -12.05258 8.35742 -0.136 3.225 -4.926 -0.662
N -26.23257 -9.97846 7.44200 -1.365 2.325 0.358 -0.441
N -26.15303 -11.78023 6.01345 -1.391 1.237 -2.254 -0.256
H -26.22638 -9.73620 8.44683 -0.411 -0.006 -0.960 0.350
H -26.63027 -9.29061 6.74721 0.568 -1.298 1.239 0.310
H -26.12386 -12.79699 5.80084 -0.135 0.323 0.578 -0.597
H -26.44159 -11.08568 5.23610 0.446 -1.939 1.687 0.340
C -22.26057 -11.83094 8.86050 3.061 -3.306 3.757 0.310
O -21.71328 -12.64736 9.82145 -2.394 3.833 -3.563 -0.776
N -23.16215 -12.27265 8.01997 -1.879 -1.627 -1.922 1.885
N -21.88795 -10.57643 8.61359 0.889 2.628 2.110 -0.117
H -23.50954 -13.31089 8.00402 1.306 2.649 0.415 -0.807
H -23.39788 -11.74643 7.14659 0.608 -0.698 1.386 -0.375
H -21.47564 -9.99367 9.42028 -0.727 -1.591 -2.022 0.352
H -22.50016 -10.08764 7.92251 1.246 -0.397 1.364 0.113
C -24.38315 -14.62380 6.55842 -4.355 -1.939 -2.195 -1.155
O -25.74361 -14.77278 6.11991 6.081 1.877 2.109 0.702
N -23.99319 -14.68281 7.83266 -3.098 -0.364 0.874 0.986
N -23.39381 -14.61049 5.64306 -2.383 1.098 -0.996 3.241
H -24.74375 -14.54612 8.59872 0.791 -0.917 -1.296 -0.076
H -23.16119 -15.13007 8.15523 0.997 -0.432 0.114 -0.574
H -23.81720 -14.65762 4.69200 0.875 0.296 0.424 -0.648
H -22.52317 -14.08832 5.77202 -0.280 0.058 -0.120 -1.295
C -25.35159 -14.17015 10.67376 4.295 -1.502 8.277 -0.081
O -25.21638 -14.99600 11.82371 -0.892 3.828 -6.053 -0.738
N -24.56657 -13.07936 10.50546 -0.057 0.842 0.379 0.100
N -26.01101 -14.43117 9.62804 -4.015 -1.389 -4.169 -0.008
H -23.97649 -12.74903 11.21787 0.620 -0.185 1.218 0.365
H -24.51679 -12.44625 9.69875 -0.731 -1.028 0.283 -0.039
H -26.50185 -15.31496 9.49596 -0.197 -0.028 0.375 -0.071
H -26.31965 -13.67687 8.97682 0.484 -0.574 0.863 0.547
C -22.25948 -17.72867 5.08377 2.817 -8.502 -0.335 0.283
O -21.77526 -19.02817 5.21068 -2.110 5.409 -0.940 -0.864
N -22.24905 -16.97590 6.10449 0.515 2.511 4.487 0.822
N -22.71686 -17.24689 3.96846 -1.311 0.492 -4.354 0.181
H -21.79360 -17.24600 6.99550 -0.298 0.033 -0.912 0.051
H -22.74221 -16.09535 6.07613 0.251 -0.429 -0.127 0.000
H -22.65262 -17.92328 3.18321 -0.157 0.760 1.000 0.328
H -23.21192 -16.31976 3.69463 1.161 -1.906 0.803 -0.301
C -20.02707 -18.19797 8.50548 7.645 3.877 3.790 0.471
O -18.87054 -17.62632 8.99142 -4.813 -2.800 -2.481 -0.772
N -20.12041 -19.34650 7.96933 3.162 -5.066 -1.535 -0.267
N -21.12996 -17.55468 8.59519 -6.052 1.941 1.008 -0.222
H -19.19505 -19.85831 7.89137 -2.048 0.751 -0.064 0.296
H -20.98357 -19.76692 7.66345 0.234 0.130 -0.335 0.192
H -21.25840 -16.75646 9.22630 0.743 0.112 -0.419 -0.038
H -22.04594 -18.07011 8.53884 1.452 0.346 0.218 0.371
C -25.22058 -18.50183 10.65383 1.867 -2.312 -1.823 -0.969
O -24.49314 -17.45787 10.01981 -0.121 -2.039 -1.459 0.009
H -25.80631 -19.16122 9.96420 0.437 0.987 -0.129 0.207
H -25.87533 -18.22614 11.38918 -1.528 1.310 1.934 0.417
H -24.49626 -19.21939 11.08902 -0.185 0.423 0.065 0.268
H -24.63345 -16.64517 10.44809 -0.621 1.742 1.470 -0.064
C -22.14595 -15.58689 11.14366 1.802 1.542 0.082 -1.132
O -21.73280 -15.28764 9.80727 -0.599 -1.335 -0.299 -0.621
H -22.79538 -16.40841 11.22850 -0.376 -1.328 -0.311 0.408
H -22.70999 -14.75047 11.44643 -0.635 0.937 0.905 0.388
H -21.24931 -15.68034 11.78337 -0.451 -0.187 -0.176 0.246
H -21.66493 -14.32879 9.67910 0.055 0.867 0.461 0.265
C -25.86679 -17.63080 6.74495 0.445 1.273 -0.474 -0.679
O -26.65529 -18.67896 7.25319 -0.251 -0.329 0.133 -0.756
H -24.92718 -17.94459 6.34691 0.666 -0.833 -0.628 0.948
H -25.51541 -16.98407 7.54942 -0.644 0.051 0.200 0.242
H -26.34925 -17.01790 5.94850 -0.035 -0.588 0.865 -0.369
H -26.41340 -19.50415 6.81465 -0.157 0.234 0.172 0.426
```
Positions in Å, forces in eV/Å.

***

molecular weight of number 2 (C5H24NO8)?
226.25 g mol⁻¹